A 6-piece molecular cluster, C41H73F4N4O12P2 overall in a non-equilibrium geometry, computed with ωB97M-V/def2-TZVPD.

Computed properties:
Kohn-Sham gap	6.362	eV
electronic energy	-103672.5961	eV
lowest unoccupied orbital energy	-0.155	Ha

ORCA input file:
```
! wB97M-V def2-TZVPD RIJCOSX def2/J DEFGRID3
* xyz 1 1
C 2.55 1.30 2.59
C 3.09 0.46 1.44
N 2.10 -0.31 0.67
C 1.11 0.54 0.00
C 1.77 1.32 -1.17
C 1.24 0.99 -2.54
C 1.48 -0.26 -3.10
C 2.21 -1.29 -2.25
O 1.62 -2.19 -1.75
O 3.52 -1.10 -2.08
C 1.04 -0.60 -4.40
C 1.34 -1.96 -5.05
F 1.91 -1.76 -6.27
F 2.25 -2.64 -4.34
C 0.09 -2.89 -5.23
F -0.81 -2.61 -4.27
F 0.48 -4.16 -5.08
C 0.30 0.35 -5.11
P -0.42 -0.11 -6.84
O 0.26 1.02 -7.79
O -2.00 0.33 -6.70
N 0.09 1.59 -4.55
P -0.79 2.78 -5.69
N 0.30 4.06 -5.58
O -1.99 3.41 -4.84
C 0.50 1.92 -3.30
C 0.17 3.26 -2.71
C -0.75 3.22 -1.45
C -1.65 2.00 -1.35
C -2.78 1.95 -2.37
N -3.95 1.17 -1.88
C -5.15 2.03 -1.91
C -4.10 0.08 -2.78
C -2.96 -0.91 -2.74
O -5.04 -0.05 -3.52
C 1.41 -1.26 1.50
C 2.00 -2.63 1.61
O 0.40 -0.97 2.07
H 3.38 1.84 3.04
H 1.81 2.02 2.29
H 2.11 0.66 3.36
H 3.65 1.08 0.75
H 3.79 -0.26 1.86
H 0.60 1.23 0.67
H 0.36 -0.11 -0.41
H 2.82 1.04 -1.16
H 1.75 2.38 -0.99
H 3.92 -0.74 -2.88
H -0.32 -2.78 -6.23
H -0.40 1.33 -8.43
H -2.47 -0.43 -6.33
H 1.22 3.78 -5.92
H -0.04 4.83 -6.14
H -2.76 2.83 -4.96
H 1.12 3.71 -2.43
H -0.27 3.94 -3.43
H -1.37 4.11 -1.48
H -0.15 3.28 -0.55
H -2.11 2.00 -0.37
H -1.10 1.07 -1.41
H -2.39 1.47 -3.27
H -3.05 2.95 -2.67
H -4.95 2.92 -1.31
H -5.97 1.51 -1.45
H -5.40 2.37 -2.91
H -2.78 -1.19 -1.71
H -2.09 -0.42 -3.17
H -3.20 -1.77 -3.34
H 1.18 -3.30 1.84
H 2.46 -2.97 0.68
H 2.69 -2.72 2.44
C 3.94 -7.42 2.56
C 4.30 -7.19 4.03
C 3.79 -5.77 4.25
O 2.67 -5.60 3.37
C 2.61 -6.69 2.45
H 3.87 -8.47 2.29
H 4.69 -6.95 1.92
H 3.75 -7.89 4.66
H 5.36 -7.29 4.25
H 4.55 -5.04 3.98
H 3.48 -5.59 5.28
H 1.78 -7.34 2.72
H 2.43 -6.30 1.45
C -5.85 5.73 1.89
C -7.36 5.88 1.72
C -7.53 5.67 0.22
O -6.48 4.79 -0.18
C -5.53 4.65 0.88
H -5.55 5.47 2.90
H -5.36 6.67 1.62
H -7.88 5.08 2.26
H -7.76 6.83 2.06
H -7.41 6.62 -0.32
H -8.49 5.24 -0.05
H -5.65 3.65 1.32
H -4.52 4.73 0.48
C -1.06 -5.48 -2.13
C -0.85 -5.14 -0.66
C -1.35 -3.70 -0.61
O -2.38 -3.59 -1.60
C -2.36 -4.75 -2.44
H -1.13 -6.55 -2.33
H -0.24 -5.07 -2.73
H -1.48 -5.78 -0.03
H 0.18 -5.24 -0.33
H -0.55 -3.00 -0.85
H -1.76 -3.43 0.37
H -3.23 -5.36 -2.20
H -2.43 -4.43 -3.48
C 6.93 -1.59 5.31
C 8.18 -2.46 5.35
C 7.59 -3.84 5.65
O 6.29 -3.86 5.05
C 5.92 -2.53 4.66
H 7.05 -0.66 4.76
H 6.61 -1.35 6.33
H 8.67 -2.47 4.37
H 8.91 -2.15 6.10
H 7.48 -4.00 6.72
H 8.18 -4.65 5.24
H 5.97 -2.47 3.56
H 4.89 -2.34 4.97
C -1.84 4.73 5.15
C -1.57 6.20 4.84
C -2.14 6.32 3.43
O -3.21 5.39 3.34
C -3.18 4.51 4.47
H -1.86 4.51 6.22
H -1.07 4.11 4.69
H -2.13 6.84 5.53
H -0.52 6.48 4.90
H -1.38 6.06 2.68
H -2.51 7.32 3.21
H -4.01 4.78 5.14
H -3.33 3.48 4.14
*
```